[1]
Computed, not measured: a 7-piece molecular cluster, C48H78O21SSi overall, with wB97M-V/def2-TZVPD.

Geometry as ORCA input:
```
! RIJCOSX wB97M-V def2-TZVPD def2/J DEFGRID3
* xyz 0 1
C -5.455 -2.367 5.506
C -5.219 -1.386 4.348
C -3.922 -1.676 3.576
C -2.736 -1.861 4.545
C -3.594 -0.561 2.587
C -4.422 -0.511 1.323
C -3.757 0.333 0.242
C -3.042 1.632 0.727
C -1.648 1.725 0.088
C -0.593 0.731 0.598
C 0.745 1.365 1.027
C 1.348 0.616 2.227
C 2.888 0.697 2.326
C 3.573 -0.669 2.444
C 3.795 -1.082 3.903
C 4.078 -2.593 4.080
Si 2.531 -3.587 4.444
C 1.233 -3.292 3.108
C 1.771 -3.037 6.069
C 2.872 -5.441 4.389
C 3.704 -5.974 3.401
C 3.920 -7.344 3.308
C 3.305 -8.203 4.211
C 2.485 -7.695 5.208
C 2.273 -6.322 5.294
S -3.021 1.961 2.513
O -3.892 3.078 2.746
O -1.670 2.048 2.982
O -3.716 0.726 3.241
H -4.931 -2.051 6.408
H -5.074 -3.361 5.257
H -6.518 -2.467 5.720
H -5.132 -0.374 4.741
H -6.059 -1.463 3.653
H -4.022 -2.597 2.995
H -1.786 -1.626 4.063
H -2.691 -2.875 4.939
H -2.828 -1.182 5.397
H -2.547 -0.687 2.291
H -4.525 -1.538 0.957
H -5.441 -0.181 1.534
H -4.529 0.652 -0.463
H -3.055 -0.263 -0.341
H -3.628 2.478 0.370
H -1.841 1.511 -0.964
H -1.295 2.757 0.130
H -0.403 -0.021 -0.173
H -0.961 0.191 1.470
H 0.534 2.390 1.336
H 1.445 1.376 0.189
H 0.877 1.017 3.125
H 1.082 -0.439 2.114
H 3.156 1.303 3.199
H 3.273 1.238 1.461
H 2.992 -1.422 1.904
H 4.539 -0.615 1.944
H 4.651 -0.511 4.273
H 2.940 -0.762 4.510
H 4.797 -2.726 4.895
H 4.583 -2.943 3.173
H 0.434 -4.025 3.257
H 0.803 -2.293 3.164
H 1.673 -3.475 2.126
H 2.509 -2.739 6.816
H 1.101 -3.787 6.490
H 1.167 -2.149 5.859
H 4.180 -5.316 2.682
H 4.552 -7.731 2.518
H 3.449 -9.275 4.138
H 1.998 -8.359 5.910
H 1.620 -5.950 6.073
C 6.078 4.563 -0.403
C 6.478 3.198 0.089
C 7.468 2.448 -0.777
O 7.139 1.079 -0.506
C 5.831 1.037 -0.150
O 5.193 0.040 -0.046
O 5.361 2.284 0.068
H 5.262 4.981 0.187
H 6.927 5.245 -0.347
H 5.736 4.509 -1.438
H 6.834 3.250 1.122
H 8.509 2.638 -0.526
H 7.305 2.640 -1.840
C -1.861 3.168 -6.618
C -2.445 2.719 -5.305
C -1.900 3.411 -4.073
O -2.060 2.400 -3.067
C -2.019 1.195 -3.686
O -1.934 0.154 -3.118
O -2.094 1.348 -5.024
H -2.203 2.521 -7.421
H -2.167 4.191 -6.838
H -0.773 3.122 -6.602
H -3.537 2.777 -5.325
H -2.447 4.307 -3.793
H -0.837 3.642 -4.166
C -1.345 0.955 -12.429
C -0.734 1.179 -11.071
C -1.448 2.181 -10.189
O -0.380 2.685 -9.374
C 0.771 2.559 -10.088
O 1.803 3.058 -9.787
O 0.564 1.793 -11.182
H -0.694 0.332 -13.041
H -2.310 0.458 -12.330
H -1.485 1.903 -12.950
H -0.604 0.230 -10.544
H -2.222 1.739 -9.568
H -1.867 3.011 -10.763
C -7.631 1.538 0.635
C -8.675 1.407 -0.442
C -8.939 -0.001 -0.932
O -9.355 0.221 -2.284
C -8.782 1.375 -2.707
O -8.759 1.747 -3.833
O -8.236 2.038 -1.660
H -7.400 2.586 0.821
H -7.977 1.088 1.566
H -6.706 1.052 0.326
H -9.609 1.888 -0.139
H -9.716 -0.524 -0.381
H -8.028 -0.606 -0.945
C 0.702 -7.501 0.737
C 0.935 -8.941 0.372
C 2.226 -9.227 -0.365
O 1.885 -10.385 -1.136
C 0.548 -10.351 -1.362
O -0.027 -11.054 -2.125
O -0.034 -9.401 -0.592
H -0.302 -7.362 1.136
H 1.424 -7.184 1.492
H 0.799 -6.855 -0.137
H 0.848 -9.581 1.255
H 3.067 -9.446 0.288
H 2.492 -8.419 -1.050
C 4.233 11.279 0.418
C 4.791 9.941 0.824
C 5.837 9.357 -0.103
O 5.661 7.947 0.095
C 4.373 7.742 0.469
O 3.845 6.681 0.524
O 3.778 8.918 0.767
H 3.396 11.553 1.058
H 5.001 12.048 0.500
H 3.871 11.249 -0.610
H 5.165 9.974 1.852
H 6.856 9.644 0.142
H 5.629 9.588 -1.150
*
```

As for the SMILES: CC[C@H](C)[C@H]1CC[C@H](CCCCCCCC[Si](C)(C)c2ccccc2)S(=O)(=O)O1.C[C@@H]1COC(=O)O1.C[C@@H]1COC(=O)O1.C[C@@H]1COC(=O)O1.C[C@@H]1COC(=O)O1.C[C@@H]1COC(=O)O1.C[C@@H]1COC(=O)O1. As for the HOMO energy: -0.338 Eh. For the total energy, the calculation gives -112754.370 eV. For the LUMO energy, the calculation gives 0.4 eV. The value obtained for the HOMO-LUMO gap is 0.35351 Ha.



[2]
Computed, not measured: C23H23B2ClF7N4O10STi as an isolated structure, with wB97M-V/def2-TZVPD.

Geometry as ORCA input:
```
! RIJCOSX wB97M-V def2-TZVPD def2/J DEFGRID3
* xyz -1 3
Ti 0.757 0.722 1.117
C 3.355 -1.886 -1.344
C 2.381 -0.895 -0.812
N 1.885 -0.921 0.359
O 2.188 -1.901 1.246
B 0.872 -2.358 1.845
F 0.300 -3.284 0.990
F 1.152 -2.845 3.099
O -0.070 -1.175 2.043
N -0.754 -0.636 0.937
C -1.866 -1.182 0.500
C -2.437 -2.437 1.082
C -2.491 -0.536 -0.589
N -2.156 0.762 -0.834
O -2.257 1.206 -2.140
B -0.923 1.073 -2.777
F -0.967 1.777 -3.962
F -0.630 -0.289 -2.978
O 0.145 1.696 -1.907
N 0.832 0.832 -1.105
C 1.774 0.171 -1.667
C 2.199 0.351 -3.081
C -3.401 -1.280 -1.514
H 3.450 -2.715 -0.648
H 4.331 -1.415 -1.479
H 3.025 -2.251 -2.316
H -2.082 -2.570 2.102
H -2.121 -3.306 0.505
H -3.525 -2.384 1.077
H 1.987 1.374 -3.383
H 1.638 -0.320 -3.732
H 3.266 0.150 -3.179
H -4.409 -1.327 -1.086
H -3.055 -2.299 -1.686
H -3.455 -0.759 -2.465
O 1.826 0.392 3.198
C 1.232 0.337 4.435
C 1.934 -0.226 5.493
C 1.365 -0.284 6.752
C 0.088 0.217 6.963
C -0.608 0.759 5.898
C -0.057 0.835 4.621
C -0.913 1.407 3.521
O -2.108 1.559 3.706
O -0.302 1.747 2.427
H 2.577 -0.217 3.180
H 2.926 -0.625 5.319
H 1.924 -0.725 7.568
H -0.363 0.172 7.945
H -1.615 1.135 6.017
F 2.414 5.339 -0.390
C 1.976 4.313 0.343
F 1.816 4.729 1.600
F 0.792 3.929 -0.131
S 3.182 2.921 0.281
O 4.308 3.358 1.046
O 3.370 2.612 -1.106
O 2.401 1.869 0.999
Cl -8.383 2.846 0.385
C -6.660 2.570 0.306
C -5.984 2.844 -0.872
C -4.617 2.626 -0.931
C -3.928 2.132 0.175
C -2.447 1.838 0.116
C -4.629 1.869 1.348
C -5.998 2.088 1.420
H -6.523 3.226 -1.729
H -4.075 2.827 -1.846
H -1.869 2.697 -0.224
H -2.092 1.558 1.103
H -4.087 1.516 2.217
H -6.546 1.892 2.332
*
```

For the energy above the lowest of the compared OMol25 structures with the same formula, charge and spin, the calculation gives 29.4 kJ/mol. As for the expectation value of S²: 2.012. As for the HOMO energy (spin up / spin down): -0.177 / -0.241 Eh. For the total energy, the calculation gives -117520.113 eV. For the LUMO energy (spin up / spin down), the calculation gives 2.0 / 1.6 eV. The value obtained for the HOMO-LUMO gap (spin up / spin down) is 0.25020 / 0.29779 Ha.



[3]
Computed, not measured: C12H11F2NZn as an isolated structure in a non-equilibrium geometry, with wB97M-V/def2-TZVPD.

Geometry as ORCA input:
```
! RIJCOSX wB97M-V def2-TZVPD def2/J DEFGRID3
* xyz 0 1
Zn -1.285 0.147 0.929
C -3.115 3.630 -0.469
H -3.288 2.874 0.331
H -2.030 3.785 -0.458
H -3.517 3.224 -1.421
H -3.524 4.564 -0.071
H -4.627 5.234 -0.855
F 3.230 1.659 3.404
C 2.608 0.765 2.555
C 1.218 0.852 2.444
C 0.603 -0.007 1.553
C 1.297 -0.970 0.785
C 2.708 -1.011 0.977
F 3.506 -1.826 0.184
C 3.379 -0.139 1.830
C 0.581 -1.686 -0.281
C 1.161 -2.500 -1.259
C 0.379 -3.007 -2.311
C -0.986 -2.706 -2.339
C -1.528 -1.873 -1.355
N -0.737 -1.353 -0.387
H 0.698 1.588 3.048
H 4.466 -0.085 1.930
H 2.211 -2.739 -1.160
H 0.802 -3.667 -3.056
H -1.621 -3.109 -3.120
H -2.591 -1.644 -1.427
*
```

For the energy above the lowest of the compared OMol25 structures with the same formula, charge and spin, the calculation gives 0.0 kJ/mol. As for the HOMO energy (spin up / spin down): -0.325 / -0.236 Eh. For the total energy, the calculation gives -67960.339 eV. For the LUMO energy (spin up / spin down), the calculation gives -0.4 / -0.4 eV. The value obtained for the HOMO-LUMO gap (spin up / spin down) is 0.30905 / 0.22157 Ha.